{
  "formula": "C4H12N2P",
  "method": "ωB97M-V with the def2-TZVPD basis set",
  "elements": ["C", "C", "C", "N", "P", "N", "C", "H", "H", "H", "H", "H", "H", "H", "H", "H", "H", "H", "H"],
  "xyz": [[2.073, 1.964, -1.940], [1.417, 1.283, -0.747], [1.072, -0.128, -0.989], [0.378, -0.892, -0.237], [-0.376, -0.616, 1.196], [-1.000, -1.977, 1.834], [-2.110, -2.669, 1.170], [2.294, 3.001, -1.710], [3.003, 1.470, -2.203], [1.413, 1.943, -2.803], [0.510, 1.817, -0.436], [2.092, 1.314, 0.123], [1.434, -0.589, -1.903], [-1.451, 0.220, 1.011], [0.437, -0.098, 2.179], [-0.343, -2.616, 2.271], [-2.523, -3.402, 1.859], [-1.808, -3.171, 0.251], [-2.886, -1.937, 0.941]],
  "lumo_ev": -4.0,
  "charge": 1,
  "relative_energy_kcal_mol": 0.0,
  "homo_lumo_gap_ha": 0.3955,
  "e_homo_ev": -14.79,
  "spin_multiplicity": 1
}